Formula: C3H5IS
Source: the Open Molecules 2025 dataset
Level of theory: the ωB97M-V functional and the def2-TZVPD basis

Last column: Löwdin charge in e.
CARTESIAN COORDINATES (ANGSTROEM)
C: 0.734 0.251 -0.003  -0.649
C: 0.006 -2.129 0.082  -0.061
C: 0.362 -0.832 -0.661  -0.206
S: 1.186 1.573 0.781  0.687
I: -1.933 4.861 0.318  0.456
H: -0.628 4.153 0.600  -0.483
H: -0.491 -1.786 0.913  0.046
H: 0.902 -2.622 0.294  0.056
H: -0.567 -2.709 -0.643  0.081
H: 0.430 -0.760 -1.681  0.072

Results
Energy above the lowest of the compared OMol25 structures with the same formula, charge and spin, eV: 1.121
Net charge: 0
Spin multiplicity: 1
SMILES: CC=C=S.I
Maximum force, eV/A: 3.614